1.
Molecular formula: C26H41BrClN4O10
Method: DFT, the ωB97M-V functional and the def2-TZVPD basis

XYZ file:
```
83
Properties=species:S:1:pos:R:3:forces:R:3
C -0.773845 -1.667473 3.080365 0.5 -1.0 0.4
C -0.568149 -3.009293 2.429321 -0.6 0.6 -0.8
O -0.858220 -3.235637 1.281486 0.2 -0.3 0.5
N -0.035429 -4.045805 3.244666 0.5 0.3 -0.5
C 0.448296 -5.226631 2.514012 -0.4 -0.2 0.4
N 0.829426 -3.583026 4.232497 -0.4 -0.4 0.3
C 2.010550 -3.068200 4.031323 -0.3 -0.2 -0.1
N 2.698422 -2.612326 5.116288 0.1 0.1 -0.6
C 4.163883 -2.632599 4.990368 1.2 0.9 0.4
C 4.712736 -1.607609 5.979368 -0.8 0.3 -0.3
C 4.680705 -2.247960 3.576207 -0.6 0.1 0.5
Br 5.700189 -3.723042 2.816870 -0.1 0.1 -0.1
C 3.474166 -1.844183 2.741486 1.4 -0.7 -0.6
C 3.892387 -1.442662 1.344737 -0.6 0.5 0.1
C 2.794068 -0.922491 0.449572 -0.1 -1.0 -2.8
O 2.723813 -1.231616 -0.721401 0.0 0.8 2.4
Cl 1.624335 0.221952 1.134308 0.3 -0.2 0.1
N 2.510737 -2.957455 2.766671 0.1 0.3 0.5
H -1.072102 -1.830016 4.111096 -0.3 0.3 0.2
H -1.529779 -1.138279 2.534034 -0.2 0.3 -0.1
H 0.182991 -1.155808 3.078409 0.1 0.4 -0.1
H 0.851030 -4.968247 1.544754 0.2 0.2 -0.2
H -0.388134 -5.892115 2.357535 -0.2 -0.1 -0.1
H 1.160963 -5.750610 3.137699 0.2 -0.1 0.1
H 0.507396 -3.649393 5.186982 0.0 -0.2 0.2
H 2.341540 -1.732872 5.470949 -0.1 -0.1 0.5
H 4.583577 -3.591316 5.265987 -0.5 -0.5 0.0
H 4.377658 -0.628296 5.640241 0.2 0.3 0.0
H 4.287983 -1.747945 6.965873 0.2 -0.2 0.3
H 5.791600 -1.602325 5.993290 0.2 -0.1 0.1
H 5.338083 -1.388855 3.636654 0.2 -0.3 0.0
H 3.058849 -0.973386 3.232959 -0.4 0.1 0.1
H 4.406723 -2.229132 0.812857 -0.1 -0.3 -0.2
H 4.604091 -0.629326 1.452216 0.2 0.2 0.1
H 2.918830 -3.823981 2.422359 -0.3 -0.1 -0.5
O -3.700249 -1.278898 2.441338 0.1 0.1 0.1
C -4.331570 -0.942169 1.473751 -0.2 -0.3 0.1
O -4.683894 0.327370 1.247458 0.0 0.1 0.0
C -5.527215 0.408396 0.072610 -0.2 0.0 -0.2
C -5.209516 -0.844044 -0.737414 0.0 -0.2 0.5
C -4.877143 -1.836068 0.383158 0.1 0.2 -0.5
H -6.568468 0.437714 0.403982 0.0 -0.1 0.1
H -5.302863 1.319187 -0.460395 0.1 0.2 0.1
H -6.024771 -1.159983 -1.383983 -0.1 0.1 0.1
H -4.335419 -0.679642 -1.360053 0.0 0.1 0.0
H -5.765671 -2.341324 0.766327 0.0 -0.1 0.0
H -4.132862 -2.568256 0.081664 0.0 -0.2 0.2
O -4.764025 1.256512 -2.694908 0.1 0.2 -0.1
C -5.508422 2.055795 -3.191407 0.0 -0.3 -0.3
O -6.199794 2.949507 -2.454252 0.0 0.1 0.0
C -7.091708 3.705312 -3.302680 -0.1 0.1 -0.2
C -6.500595 3.592042 -4.699629 0.0 0.0 0.0
C -5.855906 2.209688 -4.658145 0.0 0.5 0.1
H -8.087623 3.263270 -3.233226 0.0 0.0 0.0
H -7.138921 4.730471 -2.945328 0.1 -0.1 0.2
H -7.233965 3.715986 -5.491041 0.0 0.0 0.0
H -5.730367 4.349688 -4.838641 0.0 0.0 0.0
H -6.556721 1.420571 -4.935678 0.1 -0.1 0.0
H -4.962431 2.147648 -5.272607 0.0 -0.2 0.0
O 5.854222 0.433038 3.211032 0.1 0.1 0.1
C 7.045196 0.599308 3.098403 -0.1 0.2 -0.3
O 7.791413 1.093906 4.087660 0.0 0.0 0.1
C 9.153394 1.283833 3.638480 0.3 0.0 -0.1
C 9.308370 0.342948 2.452723 -0.1 0.0 -0.1
C 7.894548 0.336205 1.873128 0.4 -0.2 0.3
H 9.278974 2.331248 3.362171 -0.1 0.0 0.0
H 9.831802 1.052830 4.454349 -0.2 0.0 0.1
H 10.076465 0.658889 1.751544 0.0 0.1 0.0
H 9.565548 -0.657129 2.803823 0.0 0.0 0.0
H 7.736534 1.147093 1.160050 -0.1 0.0 0.0
H 7.633489 -0.616425 1.418161 -0.2 0.1 -0.1
O -6.409061 4.080213 -7.963453 -0.1 -0.1 0.2
C -5.245751 4.291681 -8.129251 -0.1 0.2 -0.4
O -4.421196 4.685778 -7.125938 0.1 -0.1 0.0
C -3.107627 4.966883 -7.645800 0.2 0.0 -0.1
C -3.021112 4.188942 -8.951535 -0.1 0.0 -0.1
C -4.471743 4.213411 -9.430480 0.5 -0.2 0.2
H -3.020416 6.044543 -7.796742 0.0 0.0 0.0
H -2.363384 4.653318 -6.918065 -0.1 0.0 0.1
H -2.311344 4.614555 -9.657340 0.0 0.1 0.0
H -2.718601 3.160428 -8.750188 0.0 0.0 0.0
H -4.694653 5.102968 -10.020815 -0.1 0.0 0.0
H -4.744320 3.320721 -9.984858 -0.2 0.1 -0.1
```
Forces are in eV/Å.

As for the spin multiplicity: 1. As for the total energy: -5020.7904 a.u. The strongest force on any atom is 3.00 eV/A. The HOMO-LUMO gap comes out at 0.3057 hartree. The net charge is +1.



2.
Molecular formula: C26H42AlN3O2P3S2Se2
Method: DFT, the ωB97M-V functional and the def2-TZVPD basis

XYZ file:
```
81
Properties=species:S:1:pos:R:3:forces:R:3
Al -0.074000 -0.325200 0.783900 0.6 0.4 0.1
C 3.553600 -0.682100 -0.498400 -0.3 -0.1 0.0
P 2.217300 0.423800 0.058400 0.4 0.0 -0.1
C 3.105500 1.393500 1.342300 -0.3 -0.1 0.0
C 2.061300 1.672600 -1.259200 -0.2 0.0 0.0
C 3.086600 1.895300 -2.171000 0.1 0.0 0.0
C 3.021200 2.963200 -3.048800 0.1 0.0 0.0
C 1.926200 3.812300 -3.036500 0.0 0.0 0.0
C 0.880400 3.572300 -2.163800 0.0 0.0 0.0
C 0.940000 2.507500 -1.271500 0.0 -0.2 0.1
P -0.387500 2.151400 -0.082400 -0.4 0.6 -0.4
C -0.290200 3.582700 1.059800 0.0 -0.3 0.0
C -1.911300 2.557200 -1.010300 0.0 -0.2 0.1
H 4.497400 -0.140200 -0.552800 0.0 0.0 0.0
H 3.294400 -1.113800 -1.465500 0.1 0.0 0.1
H 3.643400 -1.496500 0.220900 0.0 0.0 -0.1
H 3.813200 2.063100 0.855200 0.0 0.0 0.0
H 3.650400 0.703600 1.987200 -0.1 0.0 0.1
H 2.407800 1.973300 1.943100 0.0 0.0 0.0
H 3.948100 1.246000 -2.190400 0.1 0.0 0.0
H 3.838900 3.138900 -3.731600 0.0 0.0 -0.1
H 1.892300 4.658400 -3.706700 0.0 0.0 -0.1
H 0.021200 4.226000 -2.169300 -0.1 0.1 0.0
H -0.267700 4.516600 0.500900 0.0 0.0 0.0
H 0.598200 3.504800 1.682900 0.1 0.1 0.0
H -1.165100 3.550400 1.708300 0.0 0.1 0.0
H -1.956600 3.616800 -1.258000 0.1 0.0 0.0
H -2.767600 2.310700 -0.381300 0.0 0.0 -0.1
H -1.960300 1.958900 -1.920400 0.0 0.0 0.1
Se -1.610400 -1.092400 -0.811800 -0.1 -0.2 -0.4
C -3.287900 -0.375500 -0.235300 0.3 0.1 0.2
C -4.307700 -0.236900 -1.167500 0.2 -0.1 0.1
C -5.523100 0.262200 -0.731800 0.1 -0.1 -0.3
N -5.763400 0.597900 0.522800 -0.6 0.3 0.3
C -4.794500 0.452700 1.409400 0.2 0.0 0.1
C -3.535700 -0.026500 1.086800 0.1 0.0 0.0
H -4.138200 -0.516000 -2.198700 -0.1 0.1 -0.1
H -6.344600 0.403400 -1.420400 -0.1 0.0 -0.1
H -5.037200 0.735100 2.425100 0.0 0.0 0.1
H -2.768500 -0.133200 1.851200 -0.2 0.0 0.0
C -3.301600 -2.604800 4.707900 0.4 0.0 -0.1
C -1.810200 -2.482700 4.965800 -0.3 -0.4 0.2
C -1.457100 -2.498200 6.441400 0.1 0.1 -0.3
O -1.408700 -1.208000 4.385900 0.0 0.3 0.0
P -0.060300 -0.995400 3.633100 0.3 -0.5 -0.2
S -0.087200 0.860100 2.873900 -0.2 -0.5 -0.1
S 0.252700 -2.286100 2.100400 -0.1 0.6 0.2
O 1.028200 -1.239700 4.752100 -0.5 0.1 0.2
C 2.444300 -1.188500 4.480100 0.6 0.1 -0.1
C 2.986700 0.114800 5.040900 -0.3 -0.2 -0.1
C 3.064600 -2.423800 5.109100 -0.3 0.2 -0.2
H -3.665300 -3.547100 5.104200 -0.1 -0.1 0.1
H -3.506600 -2.568800 3.639600 0.0 0.0 -0.1
H -3.828600 -1.787900 5.193800 -0.1 0.1 0.1
H -1.263000 -3.275100 4.439300 -0.1 0.1 0.0
H -1.967000 -1.687400 6.957700 0.0 0.0 0.1
H -0.384000 -2.387500 6.578500 0.0 0.0 0.1
H -1.769600 -3.447300 6.870600 0.0 -0.1 0.1
H 2.583100 -1.214500 3.388500 0.0 0.0 0.2
H 2.846500 0.142000 6.117700 0.0 0.0 0.1
H 2.449800 0.955600 4.606900 0.0 0.1 0.0
H 4.045700 0.212100 4.820500 0.1 0.0 0.0
H 2.902600 -2.411400 6.183500 0.0 0.0 0.1
H 4.131400 -2.440300 4.911600 0.2 0.0 0.0
H 2.609400 -3.321100 4.694800 0.0 -0.1 0.0
C -1.728800 -4.485800 -1.808900 -0.4 0.3 -0.5
N -0.837700 -4.922000 -0.771400 0.5 -0.1 0.5
C -1.087200 -5.965500 0.076400 0.1 -0.4 0.5
C -0.006900 -6.109200 0.879400 -0.6 -0.4 0.0
N 0.901400 -5.156100 0.515500 -0.5 0.0 -0.3
C 2.197700 -4.960300 1.100400 0.6 0.2 0.1
C 0.376800 -4.418100 -0.482900 0.2 0.5 -0.3
Se 1.201300 -2.982400 -1.258700 0.4 0.4 -0.3
H -2.026200 -5.335600 -2.423200 0.1 0.0 0.0
H -1.213500 -3.754100 -2.430000 0.0 -0.1 0.1
H -2.620600 -4.024100 -1.379500 0.1 0.0 0.0
H -2.003400 -6.515400 0.046400 -0.2 -0.1 0.0
H 0.183600 -6.811800 1.663200 0.0 -0.1 0.1
H 2.416000 -5.793600 1.764100 0.0 0.0 0.0
H 2.209700 -4.025400 1.665400 0.1 -0.1 -0.1
H 2.952800 -4.905200 0.313700 -0.1 0.0 0.1
```
Forces are in eV/Å.

As for the spin multiplicity: 1. As for the total energy: -8196.4803 a.u. The strongest force on any atom is 0.82 eV/A. The HOMO-LUMO gap comes out at 0.2887 hartree. The net charge is +1.